C41H34BBr2F4N8O2PRu | ωB97M-V/def2-TZVPD

Element x y z (Å)
Ru  -0.74  -0.05  0.48
C  -3.01  2.98  -0.21
C  -1.63  3.10  0.25
C  -1.09  4.35  0.59
C  0.08  4.08  1.33
N  0.14  2.72  1.50
N  -0.93  2.08  0.83
B  1.02  1.98  2.47
N  0.04  1.12  3.27
C  -0.32  1.06  4.54
C  -1.32  0.13  4.72
C  -1.54  -0.50  3.49
C  -2.36  -1.77  3.31
N  -0.86  0.17  2.51
N  1.92  1.08  1.54
C  3.17  1.30  1.11
C  3.53  0.29  0.25
C  2.42  -0.58  0.24
C  2.34  -1.94  -0.28
N  1.39  -0.01  0.87
N  1.88  2.92  3.32
C  1.37  3.90  4.23
C  2.35  4.10  5.16
C  3.45  3.25  4.81
C  4.71  2.88  5.48
N  3.17  2.63  3.65
H  -3.38  3.93  -0.64
H  -3.17  2.21  -0.92
H  -3.65  2.66  0.63
H  -1.62  5.27  0.37
H  0.96  4.60  1.64
H  0.23  1.56  5.28
H  -1.68  -0.22  5.73
H  -2.52  -2.13  4.35
H  -3.34  -1.50  2.90
H  -1.82  -2.49  2.70
H  3.71  2.15  1.53
H  4.40  0.09  -0.35
H  2.66  -2.57  0.55
H  1.31  -2.24  -0.49
H  3.05  -2.15  -1.12
H  0.38  4.33  4.23
H  2.17  4.81  6.00
H  4.65  1.77  5.57
H  5.61  3.10  4.81
H  4.82  3.40  6.43
F  -6.27  -0.38  -3.84
C  -5.03  -0.13  -3.38
C  -3.94  -0.01  -4.30
F  -4.22  -0.28  -5.61
C  -2.60  0.11  -3.88
F  -1.61  -0.19  -4.80
C  -2.33  0.15  -2.48
P  -0.65  0.16  -1.84
C  0.17  1.68  -2.43
C  -0.60  2.55  -3.19
C  0.10  3.70  -3.77
C  1.41  4.01  -3.49
C  2.12  3.12  -2.63
C  1.52  1.95  -2.17
C  0.00  -1.22  -2.80
C  1.20  -1.16  -3.50
C  1.56  -2.10  -4.48
C  0.83  -3.23  -4.62
C  -0.36  -3.33  -3.83
C  -0.73  -2.42  -2.87
C  -3.34  -0.07  -1.56
Br  -3.15  -0.41  0.30
C  -4.66  -0.17  -2.03
F  -5.62  -0.49  -1.14
H  -1.67  2.45  -3.40
H  -0.49  4.47  -4.32
H  1.86  4.87  -3.91
H  3.11  3.34  -2.25
H  2.16  1.18  -1.65
H  1.75  -0.19  -3.46
H  2.42  -1.87  -5.10
H  1.19  -4.03  -5.23
H  -1.10  -4.12  -3.97
H  -1.61  -2.63  -2.28
Br  0.47  -4.10  2.85
C  0.38  -4.87  1.09
C  1.24  -5.79  0.58
C  0.80  -6.82  -0.30
C  -0.43  -6.67  -0.90
C  -1.17  -5.53  -0.68
C  -0.79  -4.57  0.29
C  -1.44  -3.20  0.33
O  -2.65  -3.07  -0.05
O  -0.63  -2.29  0.70
H  2.29  -5.75  0.76
H  1.43  -7.68  -0.57
H  -0.81  -7.46  -1.60
H  -2.05  -5.34  -1.27

Values from the calculation:
**Charge**: +2
**2S+1**: 5
**LUMO level (spin up / spin down)**: -5.88 / -9.94 eV
**Gap between HOMO and LUMO (spin up / spin down)**: 7.0 / 3.0 eV

=====

C24H66CsF3O12 | ωB97M-V/def2-TZVPD

Element x y z (Å)
Cs  4.70  2.34  2.87
C  1.08  0.52  -0.17
O  -0.30  0.39  -0.57
O  1.74  1.27  -1.15
C  1.23  0.84  1.38
F  0.33  1.73  1.84
F  0.96  -0.24  2.15
F  2.45  1.34  1.66
C  -1.05  -0.79  -0.25
C  -2.44  -0.51  -0.89
H  -2.87  0.29  -0.30
H  -2.42  -0.24  -1.94
H  -3.16  -1.33  -0.78
H  -1.15  -1.03  0.81
H  -0.60  -1.57  -0.87
H  1.55  -0.45  -0.29
C  0.28  -1.13  -4.58
C  0.42  0.39  -4.46
O  1.66  0.62  -3.93
H  1.10  -1.45  -5.23
H  -0.71  -1.32  -4.99
H  0.39  -1.68  -3.64
H  -0.43  0.79  -3.90
H  0.37  0.91  -5.41
H  1.58  0.74  -2.98
C  6.15  -0.92  -1.10
C  4.62  -0.93  -1.33
O  4.24  0.36  -1.75
H  6.70  -0.49  -1.94
H  6.56  -1.92  -0.98
H  6.42  -0.37  -0.20
H  4.19  -1.21  -0.37
H  4.34  -1.68  -2.07
H  3.29  0.43  -1.62
C  -3.96  -2.90  2.42
C  -4.42  -4.40  2.47
O  -4.86  -4.69  3.80
H  -3.13  -2.77  1.72
H  -3.80  -2.54  3.44
H  -4.81  -2.30  2.09
H  -3.71  -5.15  2.11
H  -5.24  -4.59  1.78
H  -5.80  -4.88  3.82
C  -1.86  4.05  -0.71
C  -1.31  4.38  -2.03
O  -0.91  3.14  -2.64
H  -1.20  3.36  -0.19
H  -2.86  3.63  -0.69
H  -2.03  4.92  -0.07
H  -0.62  5.22  -1.94
H  -2.07  4.75  -2.71
H  -0.23  2.79  -2.05
C  -3.06  2.29  -5.08
C  -3.71  1.57  -3.93
O  -4.87  2.36  -3.83
H  -2.97  3.35  -4.85
H  -3.52  2.05  -6.04
H  -2.04  1.91  -5.17
H  -3.16  1.70  -2.99
H  -3.94  0.51  -4.02
H  -5.17  2.57  -2.95
C  3.34  -1.56  3.98
C  4.63  -1.15  4.76
O  5.60  -0.94  3.74
H  3.27  -0.86  3.14
H  2.43  -1.61  4.58
H  3.41  -2.50  3.43
H  5.11  -1.77  5.51
H  4.34  -0.24  5.27
H  6.40  -0.69  4.21
C  -1.96  -4.32  -0.36
C  -1.87  -3.93  -1.83
O  -2.59  -4.98  -2.60
H  -1.72  -3.44  0.23
H  -1.31  -5.17  -0.14
H  -2.99  -4.58  -0.10
H  -0.84  -3.89  -2.19
H  -2.25  -2.94  -2.09
H  -3.29  -4.62  -3.15
C  -2.49  3.16  2.55
C  -3.96  3.17  2.24
O  -4.34  4.41  2.70
H  -2.04  4.14  2.42
H  -1.96  2.59  1.79
H  -2.37  2.77  3.56
H  -4.39  2.36  2.83
H  -4.17  3.08  1.17
H  -5.11  4.25  3.26
C  1.98  -3.82  0.53
C  3.46  -4.20  0.81
O  3.75  -5.41  0.09
H  1.79  -2.83  0.95
H  1.37  -4.59  1.00
H  1.78  -3.80  -0.54
H  3.81  -4.35  1.84
H  4.10  -3.42  0.41
H  4.52  -5.88  0.41
C  1.71  4.77  3.24
C  1.83  4.83  1.69
O  3.20  4.56  1.24
H  2.28  5.62  3.61
H  2.35  3.97  3.61
H  0.68  4.74  3.61
H  1.42  5.76  1.30
H  1.32  3.97  1.27
H  3.78  5.32  1.27

Values from the calculation:
**Charge**: 0
**LUMO level**: -1.25 eV
**Gap between HOMO and LUMO**: 6.4 eV

=====

C31H27IrN4O2PSe4 | ωB97M-V/def2-TZVPD

Element x y z (Å)
Ir  -1.14  -1.13  0.45
O  1.30  2.67  6.53
N  0.42  2.76  5.70
O  -0.37  3.67  5.62
C  0.34  1.67  4.69
C  1.37  0.81  4.66
C  1.41  -0.26  3.72
C  2.40  -1.26  3.73
C  2.30  -2.30  2.84
C  1.23  -2.32  1.93
N  0.33  -1.36  1.88
C  0.40  -0.34  2.77
C  -0.66  0.63  2.74
N  -1.58  0.49  1.75
C  -2.70  1.18  1.83
C  -2.94  2.09  2.86
C  -1.98  2.32  3.81
C  -0.78  1.59  3.77
H  2.17  0.93  5.38
H  3.21  -1.22  4.45
H  3.02  -3.10  2.82
H  1.07  -3.16  1.26
H  -3.45  0.99  1.08
H  -3.89  2.60  2.90
H  -2.16  3.03  4.60
Se  -2.39  -2.33  2.34
Se  -3.61  -4.23  1.69
Se  -3.32  -3.98  -0.61
Se  -1.12  -3.27  -0.83
C  0.35  1.62  -0.79
P  0.48  -0.19  -0.93
C  2.18  -0.56  -0.38
C  2.98  0.40  0.24
C  4.29  0.10  0.61
C  4.81  -1.16  0.37
C  4.02  -2.12  -0.24
C  2.72  -1.83  -0.60
C  0.65  -0.47  -2.72
C  0.74  -1.76  -3.25
C  0.94  -1.97  -4.60
C  1.06  -0.88  -5.46
C  0.97  0.40  -4.95
C  0.77  0.61  -3.60
H  1.18  2.15  -1.27
H  0.33  1.89  0.27
H  -0.59  1.93  -1.24
H  2.60  1.39  0.44
H  4.90  0.87  1.08
H  5.83  -1.38  0.64
H  4.42  -3.11  -0.43
H  2.11  -2.60  -1.06
H  0.63  -2.63  -2.61
H  1.01  -2.98  -4.99
H  1.23  -1.04  -6.52
H  1.06  1.26  -5.61
H  0.70  1.62  -3.24
N  -2.77  -0.76  -0.91
C  -2.84  0.34  -1.86
C  -2.47  0.06  -3.17
C  -2.52  1.07  -4.13
C  -2.94  2.34  -3.79
C  -3.33  2.61  -2.49
C  -3.29  1.61  -1.52
H  -3.61  -0.81  -0.33
H  -2.78  -1.62  -1.46
H  -2.16  -0.94  -3.44
H  -2.22  0.84  -5.14
H  -2.97  3.12  -4.54
H  -3.70  3.59  -2.22
H  -3.63  1.84  -0.52

Values from the calculation:
**Charge**: +1
**LUMO level**: -4.05 eV
**Gap between HOMO and LUMO**: 5.4 eV

=====

C2H4NO4S | ωB97M-V/def2-TZVPD

Element x y z (Å)
C  2.52  -0.26  -0.20
C  -0.04  0.90  0.49
N  1.99  -1.30  0.10
O  0.79  2.72  -1.51
O  3.31  0.58  -0.35
O  -3.27  -1.53  0.55
O  -0.34  -0.23  0.80
S  0.41  1.29  -1.20
H  -0.16  1.70  1.17
H  -3.00  -1.96  -0.28
H  -3.21  -0.58  0.40
H  0.99  -1.33  0.04

Values from the calculation:
**Charge**: -1
**LUMO level**: 3.47 eV
**Gap between HOMO and LUMO**: 6.6 eV